Record 1
A molecular structure, C18H40OsP2Si. Source: OMol25; level of theory: ωB97M-V/def2-TZVPD.

Structure (XYZ):
```
62
Properties=species:S:1:pos:R:3:forces:R:3
Os -0.32846 -0.59167 -1.52935 2.181 5.183 7.081
P -0.99527 -0.02249 1.75237 -0.204 -1.203 0.691
P 2.40904 1.31193 0.27391 0.324 0.585 -1.003
Si -0.96328 1.49630 3.44186 0.322 1.156 -0.289
C 0.58302 -3.04056 -2.30856 -0.064 -1.445 -0.061
C 0.76886 -2.12991 -3.54287 1.316 -0.734 -1.164
C -1.67404 -1.95501 -1.78708 -2.176 -1.914 -1.126
C -2.44715 2.60409 3.16494 -0.093 -0.067 0.181
C -1.94168 -0.77128 -3.95755 -1.235 0.556 -0.171
C 2.97193 -0.34291 -0.24638 -0.921 -0.495 0.110
C 0.06859 -1.29319 2.50922 0.192 -0.083 -0.490
C -0.88284 1.99819 -0.17779 -0.103 1.745 0.498
C 0.50438 -0.68173 -3.27797 -0.037 1.904 -2.214
C -2.64140 -0.78639 1.98699 -0.131 0.095 -0.808
C 0.67386 2.33686 3.11231 0.129 -0.073 0.590
C 1.64996 -1.04335 -0.42589 2.284 -1.181 0.589
C -1.02081 0.55590 5.05288 -0.024 -0.074 -0.053
C 4.03018 2.11882 0.16145 0.145 0.707 0.146
C -0.83905 0.01724 -3.31519 1.010 -0.663 -3.002
C -0.46158 -2.55416 -1.31881 -0.649 -1.873 0.011
C 1.70666 1.77682 -1.42700 0.516 -0.246 1.104
C -2.13577 -2.09788 -3.23379 -0.638 -0.426 -0.147
H 0.01919 -2.18520 1.87994 0.264 -0.078 0.276
H 3.59587 -0.80401 0.52660 -0.077 0.118 -0.208
H -2.12196 3.65428 3.21073 -0.204 -0.264 0.018
H 1.60066 -1.90816 0.24814 -0.726 0.410 -0.155
H -3.38781 -0.16584 1.47277 0.030 -0.328 0.106
H 0.54361 3.18571 2.42637 0.145 -0.248 0.151
H -0.30733 -1.52811 3.50673 0.009 -0.063 -0.110
H -0.01067 2.31245 0.44862 -0.817 -0.712 -0.596
H -1.80607 1.98148 0.42319 0.278 -0.167 -0.561
H -3.17568 2.41690 3.96699 0.109 0.204 -0.217
H -1.58288 -2.91047 -3.73060 -0.475 0.258 0.338
H -2.85430 -0.17111 -3.87757 -0.016 -0.149 -0.066
H -1.77437 -0.90716 -5.02916 0.129 0.021 0.044
H 4.56262 1.89450 -0.77456 -0.214 0.240 0.240
H -2.90111 -0.81391 3.05036 0.137 -0.099 -0.106
H -1.98439 0.04129 5.19296 0.355 0.157 0.080
H -2.61909 -1.80062 1.56739 -0.297 0.203 0.189
H -2.49483 -1.73790 -1.08833 0.226 -0.373 0.177
H -0.19414 -0.15545 5.16026 -0.201 0.141 0.041
H 0.75848 1.20759 -1.56828 0.340 0.979 -0.027
H -3.20637 -2.36803 -3.21837 0.527 -0.028 -0.156
H 2.35274 1.51890 -2.26511 0.235 0.272 0.097
H 1.85793 -2.14336 -3.80760 -0.954 -0.426 -0.051
H 1.08884 -0.90258 2.58232 -0.080 -0.269 -0.014
H 0.32586 -4.04282 -2.63748 -0.191 -0.231 -0.197
H 3.46649 -0.26298 -1.22379 0.287 0.082 0.455
H 1.33193 -0.00257 -3.56529 -0.413 -0.398 0.514
H 1.53829 -3.19951 -1.78859 -0.321 0.182 -0.097
H 1.52457 2.85222 -1.31988 -0.336 -0.267 -0.646
H -0.96746 2.67920 -1.04862 -0.103 -0.794 0.135
H 0.19383 -2.49919 -4.42279 0.570 0.305 0.586
H -0.76808 1.09395 -3.57405 -0.054 -0.594 0.481
H 1.44694 1.64691 2.71950 -0.523 0.511 0.330
H -0.50634 -3.00894 -0.30891 0.495 0.545 -0.491
H 3.84774 3.20536 0.28540 0.474 -0.479 -0.119
H 1.02097 2.72941 4.08004 0.076 0.058 -0.273
H 4.63852 1.75381 1.00035 -0.116 0.254 -0.148
H -2.96625 2.44761 2.20809 0.173 0.076 0.279
H 1.77729 -1.31931 -1.46667 -0.724 -0.269 -0.527
H -0.89839 1.31003 5.85119 -0.164 -0.235 -0.246
```
Forces are in eV/Å.

Computed properties:
HOMO-LUMO gap (alpha / beta) ... 7.3 / 5.6 eV
Net charge ... +2
Relative energy (zero: lowest compared OMol25 entry of this formula, charge and spin) ... 63.44 kcal/mol
⟨S²⟩ ... 6.03
Lowest unoccupied orbital energy (alpha / beta) ... -7.2 / -9.3 eV
HOMO (alpha / beta) ... -14.47 / -14.91 eV
Spin multiplicity ... 5

=====

Record 2
A molecular structure, C18H41BN10O4P2Ti. Source: OMol25; level of theory: ωB97M-V/def2-TZVPD.

Structure (XYZ):
```
77
Properties=species:S:1:pos:R:3:forces:R:3
Ti -0.34546 -0.59386 0.79890 1.837 -1.553 -2.057
P 0.61732 1.07738 -2.10782 -0.379 0.287 0.521
P 2.62758 -0.82804 0.03513 0.658 -0.044 -0.032
O -0.03861 0.67187 -0.73757 -0.117 -0.546 0.077
O 0.55398 -0.10070 2.23633 -0.262 0.170 0.331
O 1.16155 -1.57475 0.09141 -0.529 1.111 0.668
O 1.70479 0.26289 -2.66447 0.159 -0.446 -0.021
N -2.39097 -1.15173 -0.07195 0.106 0.082 0.449
N -0.74378 -2.55380 1.62543 -0.264 -0.244 -0.008
N -1.64461 0.96577 1.33054 -0.526 1.081 0.302
N -1.94856 -2.89865 2.13760 0.099 0.201 0.026
N -3.36817 -1.37521 0.84050 0.049 -0.121 0.001
N -0.60281 1.21243 -3.26077 -0.421 -0.190 0.581
N 1.00431 2.69347 -1.80809 0.260 0.042 -0.126
N 3.50124 -2.11719 -0.72016 -0.568 -0.388 0.079
N -2.51558 3.15590 0.64251 -0.108 0.126 -0.072
N 3.35176 -0.95119 1.59362 -0.616 0.097 -0.141
C -3.00132 -0.89208 -1.22712 -0.037 0.029 -0.066
C -1.76667 2.00676 -2.85550 0.155 0.016 -0.199
C -4.56317 -1.26293 0.26133 -0.022 0.043 -0.059
C 2.05066 2.81669 -0.78146 -0.195 0.122 0.034
C -3.82645 3.63248 1.07685 0.105 -0.005 -0.034
C 2.96756 -1.93420 2.58958 0.223 -0.180 -0.118
C 3.84293 0.29369 2.14362 -0.018 0.041 0.118
C -2.04131 -4.22338 2.22042 0.021 -0.138 0.011
C -0.86000 -4.78177 1.75813 -0.024 -0.051 0.066
C 0.26958 0.05049 3.60925 -0.077 0.127 -0.042
C -2.07885 1.99077 1.02445 0.069 -0.108 0.083
C 2.92547 -2.74707 -1.90110 0.064 0.111 0.016
C 4.93038 -1.92422 -0.83753 -0.031 0.078 -0.050
C -4.38284 -0.94790 -1.07704 -0.019 0.018 0.060
C -0.08278 -3.69456 1.38465 -0.014 0.054 0.073
C -1.57452 4.09202 0.01437 0.022 -0.101 0.061
C -0.90974 -0.09147 -3.86892 0.187 0.243 -0.318
C 1.37751 3.45021 -3.00701 0.027 -0.030 0.071
B -3.02863 -1.80875 2.31019 -0.001 0.007 -0.082
H -2.55621 -0.87325 2.91897 -0.016 -0.084 -0.040
H -2.43440 -0.68704 -2.11324 -0.064 0.044 0.136
H -2.12168 4.66176 -0.73486 0.002 0.031 -0.017
H 2.70965 -1.44016 3.53172 -0.031 0.010 -0.025
H 0.90061 -3.67028 0.95055 -0.015 0.039 -0.061
H 1.83531 2.16062 0.06006 -0.026 0.021 -0.001
H -2.51866 1.96991 -3.64536 0.002 -0.013 0.003
H 3.76777 -2.65178 2.80084 0.052 0.026 0.007
H 3.26631 -3.78559 -1.96993 0.036 0.013 0.001
H -1.15503 4.77174 0.75795 -0.022 0.046 0.012
H -0.59771 -5.82363 1.70439 -0.013 0.011 -0.009
H -4.36504 4.02904 0.21767 -0.022 0.012 -0.018
H 1.84031 -2.74679 -1.83358 0.012 -0.002 0.004
H 2.34105 3.11817 -3.41058 0.010 0.029 -0.002
H -5.46127 -1.42464 0.83438 0.025 -0.039 -0.001
H -3.71418 4.41705 1.82648 -0.016 0.019 0.019
H -4.39344 2.80913 1.50312 0.010 -0.024 -0.013
H 2.08813 3.85070 -0.42831 0.006 0.018 -0.029
H 0.98303 0.74276 4.05648 0.095 0.002 -0.042
H -0.06495 -0.40253 -4.47824 0.013 -0.010 -0.013
H 5.42365 -2.89364 -0.95359 0.004 0.004 -0.009
H -5.13490 -0.80015 -1.83231 0.006 -0.019 0.012
H -1.09481 -0.89169 -3.14626 0.141 0.016 -0.127
H 3.03310 2.53904 -1.17526 0.028 -0.014 -0.001
H 3.20735 -2.22709 -2.82554 -0.024 0.015 -0.004
H -1.46226 3.04682 -2.72862 -0.012 -0.019 -0.043
H 3.12281 0.77722 2.82317 0.014 -0.056 -0.030
H 1.45098 4.50849 -2.74699 0.025 0.009 -0.004
H -0.73863 0.44229 3.75352 -0.042 0.015 -0.017
H 0.62567 3.32646 -3.78324 -0.013 0.006 0.016
H 4.76799 0.12899 2.70654 0.012 -0.001 -0.030
H -1.78649 0.01795 -4.50956 0.001 -0.017 0.017
H -4.01569 -2.28089 2.81575 0.046 0.075 -0.024
H 5.19675 -1.30202 -1.70585 0.022 -0.008 0.020
H 0.34371 -0.91426 4.11235 0.019 -0.073 -0.032
H 2.09557 -2.49596 2.26039 0.020 0.021 -0.003
H 5.32057 -1.45310 0.06387 0.005 -0.009 0.002
H -0.77038 3.54061 -0.48233 -0.083 0.021 0.067
H 4.06058 0.99106 1.33415 0.013 0.008 0.004
H -2.94214 -4.68457 2.59063 0.017 0.038 0.037
H -2.22485 1.67988 -1.91763 -0.048 -0.104 0.031
```
Forces are in eV/Å.

Computed properties:
HOMO-LUMO gap ... 6.3 eV
Relative energy (zero: lowest compared OMol25 entry of this formula, charge and spin) ... 20.30 kcal/mol
Lowest unoccupied orbital energy ... -0.4 eV
HOMO ... -6.68 eV
Spin multiplicity ... 1

=====

Record 3
A molecular structure, C18H41Br2F3N6O5P2S. Source: OMol25; level of theory: ωB97M-V/def2-TZVPD.

Structure (XYZ):
```
78
Properties=species:S:1:pos:R:3:forces:R:3
Br 1.16121 -7.68024 2.11631 0.395 0.189 0.060
Br 1.79884 -6.84809 -2.33802 0.057 0.440 0.389
S 0.24847 -2.48067 0.74142 0.782 -0.222 0.940
P 5.51121 4.06854 2.13625 -5.415 -0.092 -4.132
P -5.25600 -2.32545 -1.10576 0.434 3.193 -5.987
F 3.41967 -7.62017 0.55969 0.045 0.275 0.539
F 2.74205 -5.36711 -0.23206 -0.012 -0.218 -0.195
F 1.75692 -8.66379 -0.26021 -0.321 -0.039 0.344
O -1.10662 -2.82528 1.06477 -0.044 -0.384 -0.452
O 0.16644 -0.82010 0.29054 0.059 0.007 0.071
O 0.72455 -3.16930 -0.66601 -0.873 0.526 0.531
O -4.12099 -3.31220 -1.33652 -1.161 -1.071 3.257
O 5.45915 2.60562 2.54750 2.799 1.169 2.008
N 3.94637 4.51674 2.68274 -0.642 0.680 0.392
N -4.28903 -0.90547 -1.29105 1.117 0.090 0.722
N -6.23714 -2.78855 -2.43843 -0.891 -0.159 -0.452
N 5.85824 5.73930 1.82483 2.158 -0.705 1.176
N -6.54583 -1.31511 -0.53542 0.678 -1.150 2.170
N 5.70132 3.76269 0.44503 1.039 -0.829 -0.379
C 0.82089 -0.16894 1.24240 0.100 -0.190 -1.011
C 4.95118 6.86649 1.75361 -0.408 0.255 0.876
C 1.56851 0.31406 2.03781 0.569 -0.186 0.475
C 6.41375 2.53286 0.09846 -0.130 -0.270 0.247
C -6.11323 -2.36778 -3.81606 0.254 0.215 -0.078
C 2.09799 -7.54908 0.42563 -0.164 -0.487 -1.210
C 0.42334 -5.59316 -0.08929 -0.340 -0.008 -0.346
C 4.72468 4.04086 -0.58387 -0.012 0.723 -0.024
C 1.74325 -6.27445 -0.45067 -0.074 0.360 0.687
C -4.37164 0.04408 -2.37718 -0.663 0.320 0.127
C 7.19272 6.04318 1.31206 0.070 -0.073 -0.030
C -6.30411 -0.59295 0.71216 0.098 0.002 0.061
C 3.77920 4.52598 4.13078 0.697 0.032 0.160
C 0.03989 -4.39157 -0.97856 -0.761 -1.132 -0.929
C -2.89235 -1.03827 -0.87994 0.044 -0.298 -0.119
C 2.68716 4.33786 1.99570 -0.068 -0.180 -0.313
C -6.84129 -4.11028 -2.32691 0.072 -0.063 0.716
C -7.73872 -0.87233 -1.22734 -0.663 -0.731 -0.182
H -8.32869 -1.70536 -1.60734 0.101 0.030 -0.150
H -2.45859 -0.06258 -0.64522 -0.209 0.109 -0.126
H 4.29608 5.39412 4.56210 0.003 -0.041 0.103
H 5.50442 7.80378 1.65201 0.253 -0.195 -0.063
H 2.75448 4.49855 0.92359 0.228 -0.144 -0.034
H 4.27216 6.79879 0.89957 -0.033 -0.140 0.023
H -3.81722 0.95404 -2.13032 0.087 -0.114 0.114
H -1.05877 -4.30104 -0.94267 0.446 0.445 0.240
H -3.94884 -0.35712 -3.30714 -0.019 0.032 -0.047
H 1.97324 5.09756 2.33188 0.031 -0.069 0.196
H 0.43176 -5.25162 0.95710 0.301 -0.285 -0.268
H -7.09155 -2.42802 -4.30503 0.006 -0.187 0.035
H 4.34388 5.06145 -0.52535 -0.126 -0.021 0.182
H 2.24466 3.34786 2.16885 -0.060 0.008 -0.076
H -5.52073 -1.07811 1.29471 0.065 0.072 -0.062
H 2.40159 0.52574 2.67984 -0.447 0.357 -0.073
H -2.28218 -1.50534 -1.66546 0.103 -0.018 0.070
H 2.73407 4.60011 4.42791 -0.052 0.006 -0.252
H 4.19370 3.62609 4.59867 -0.072 -0.020 0.004
H -5.99038 0.43686 0.51349 -0.012 -0.003 0.016
H -2.80737 -1.64034 0.01854 -0.001 -0.070 -0.108
H 6.83572 2.60344 -0.90778 -0.143 0.205 -0.033
H 4.36183 6.98000 2.66250 -0.118 -0.106 -0.093
H -7.65899 -4.08772 -1.59353 -0.002 -0.108 0.014
H -8.40538 -0.33606 -0.54695 0.258 0.001 0.197
H 0.26244 -4.60255 -2.03534 0.152 0.205 0.422
H -5.82797 -1.32475 -3.91891 0.185 -0.008 0.164
H -7.51067 -0.19558 -2.05510 0.109 -0.082 -0.051
H 7.89314 5.24496 1.55852 -0.037 -0.037 -0.098
H 5.75521 1.65611 0.13498 0.085 -0.068 0.007
H 7.17700 6.15642 0.22329 0.014 0.015 0.009
H -7.19745 -0.57407 1.34197 -0.024 -0.044 -0.067
H 7.24691 2.35946 0.77682 -0.111 -0.054 0.050
H -6.11967 -4.86595 -1.99733 0.001 -0.019 -0.075
H -7.26959 -4.45230 -3.26801 0.077 0.222 -0.096
H 5.18345 3.96861 -1.57423 0.119 -0.099 0.088
H 3.88629 3.33354 -0.55691 -0.045 0.024 -0.028
H -0.37346 -6.35448 -0.14185 0.203 0.350 -0.124
H -5.39470 0.37898 -2.55562 -0.080 -0.184 -0.098
H -5.40189 -2.98025 -4.38651 0.011 0.053 -0.057
H 7.59198 6.95887 1.75591 -0.072 -0.008 0.036
```
Forces are in eV/Å.

Computed properties:
HOMO-LUMO gap ... 7.9 eV
Lowest unoccupied orbital energy ... -0.1 eV
HOMO ... -8.02 eV
Spin multiplicity ... 1

=====

F_max, respectively: 9.042; 3.165; 6.813 eV/Å.